{"formula": "C26H36O25S", "method": "ωB97M-V with the def2-TZVPD basis set", "total_energy_ha": -3291.53774, "homo_lumo_gap_ha": 0.3410, "species": ["S", "O", "O", "O", "O", "O", "O", "O", "O", "O", "O", "O", "O", "O", "O", "O", "O", "O", "O", "O", "O", "O", "O", "O", "O", "O", "C", "C", "C", "C", "C", "C", "C", "C", "C", "C", "C", "C", "C", "C", "C", "C", "C", "C", "C", "C", "C", "C", "C", "C", "C", "C", "H", "H", "H", "H", "H", "H", "H", "H", "H", "H", "H", "H", "H", "H", "H", "H", "H", "H", "H", "H", "H", "H", "H", "H", "H", "H", "H", "H", "H", "H", "H", "H", "H", "H", "H", "H"], "coordinates": [[3.0466, -1.3161, 3.7331], [1.5912, 2.3614, -3.2697], [2.8502, -2.4391, 2.8830], [3.8271, -2.9680, -0.8106], [-3.4743, -3.4448, -1.2108], [-5.8477, -0.7336, -2.6923], [-11.4804, 3.1009, -0.2093], [4.8391, -1.0626, -1.4163], [0.0207, -2.1038, -1.3409], [2.6399, 4.2694, -3.8454], [-9.3883, 3.0487, -0.9811], [3.0077, -1.4954, 5.1419], [-1.7033, -0.7158, -1.7156], [4.4430, -0.7124, 3.2817], [-2.7536, -5.3591, -2.0920], [-6.5269, 0.1595, -0.7725], [-10.5238, 4.9940, -0.9682], [-0.7739, -0.8628, 0.3281], [3.6840, 2.2831, -4.0363], [-8.0384, -0.7479, -2.1745], [2.2021, -0.0362, 3.2880], [3.7790, 3.8147, 4.2155], [4.0188, 4.5186, 2.0958], [5.9334, -3.0314, -1.5278], [-1.7038, -4.4894, -0.2963], [2.7134, 5.6601, 3.4894], [2.9881, 1.0676, 3.7458], [7.4432, -0.3426, 3.5197], [-0.8918, -1.1815, -0.9752], [4.1434, -4.3562, -0.9661], [2.8396, 6.4733, 2.3137], [5.6572, -4.3346, -0.9955], [-4.0020, -5.0739, -2.7382], [3.3208, 5.4741, 1.2829], [6.8480, 0.8611, 3.4420], [-4.7029, -0.0668, -2.1454], [-5.0905, 0.0931, -0.6954], [-2.5604, -4.4381, -1.1181], [-6.9128, -0.4662, -1.9086], [-11.1265, 1.7164, -0.3001], [4.4153, 0.7630, 3.2633], [-10.4684, 3.8308, -0.7426], [-4.1818, -3.6006, -2.4474], [1.8786, 0.9754, -3.4849], [0.1351, -1.8027, 0.9266], [5.5694, 1.2112, 4.1513], [-9.6172, 1.7719, -0.3723], [0.9468, -2.2659, -0.2539], [3.3912, 0.9679, -3.5442], [2.6396, 3.0877, -3.7313], [4.8696, -2.2424, -1.2704], [3.5265, 4.5963, 3.3509], [1.8159, -1.6347, -0.4298], [7.8703, -0.7746, 2.6223], [-4.5701, 0.8911, -2.6504], [6.0844, -5.1059, -1.6302], [1.4180, 0.6615, -4.4233], [7.5180, -0.9047, 4.4418], [2.5001, 4.9684, 0.7728], [3.7117, -4.7123, -1.9032], [3.0161, 1.1363, 4.8305], [-3.7112, -2.9648, -3.1995], [4.6120, 1.0001, 2.2212], [-0.4447, -2.6051, 1.3839], [-5.2207, -3.3046, -2.3347], [3.8480, 0.8477, -2.5632], [-4.6823, 0.9915, -0.2425], [5.5205, 0.6804, 5.1011], [-9.1518, 1.7652, 0.6153], [6.0965, -4.4065, 0.0003], [7.2999, 1.6262, 2.8172], [2.6838, 2.0231, 3.3535], [1.4789, 0.3691, -2.6759], [0.7484, -1.3247, 1.6811], [-11.4941, 1.1687, 0.5636], [-9.1908, 0.9719, -0.9698], [-4.8129, -0.7699, -0.0879], [5.4899, 2.2839, 4.2948], [-3.9454, -5.2977, -3.7999], [3.7367, -4.9377, -0.1429], [-4.7819, -5.6886, -2.2859], [-11.5723, 1.2971, -1.2037], [3.7894, 0.2102, -4.2137], [1.8867, 6.9275, 2.0582], [3.9863, 5.9064, 0.5414], [1.2696, -3.2982, -0.1709], [-3.8119, -0.6667, -2.2847], [3.5694, 7.2598, 2.5096]], "forces_ev_per_angstrom": [[1.716, -0.496, -0.620], [0.079, -0.017, -0.021], [-0.946, 0.232, -0.093], [0.150, -0.180, -0.070], [-0.015, -0.091, 0.001], [-0.217, -0.036, -0.029], [0.073, -0.041, -0.021], [0.032, 0.121, -0.098], [0.013, 0.205, -0.028], [-0.003, 0.124, 0.026], [-0.120, -0.027, 0.050], [-0.321, 0.299, 0.040], [-0.077, 0.156, -0.139], [-0.331, 0.120, 0.210], [-0.047, 0.079, 0.063], [0.057, -0.051, -0.071], [-0.009, 0.098, -0.015], [0.029, -0.049, -0.226], [-0.165, -0.009, 0.001], [-0.104, -0.007, -0.001], [-0.450, -0.347, 0.234], [-0.072, 0.170, 0.025], [-0.063, 0.008, 0.020], [-0.092, -0.034, 0.031], [0.100, -0.001, 0.105], [0.058, -0.021, -0.057], [1.413, 0.832, 0.077], [-0.089, 0.663, -0.187], [0.056, -0.250, 0.183], [-0.035, -0.204, 0.004], [-0.028, 0.167, -0.127], [0.066, -0.178, 0.059], [-0.092, -0.041, -0.052], [-0.068, 0.104, -0.188], [0.346, -0.492, 0.316], [0.336, 0.042, -0.035], [0.159, -0.003, 0.130], [-0.049, 0.024, -0.138], [0.126, 0.072, 0.081], [-0.047, -0.134, 0.002], [0.365, -1.258, 0.412], [0.024, -0.032, 0.001], [-0.130, 0.116, -0.168], [-0.029, -0.185, -0.016], [0.060, -0.193, 0.448], [0.681, 0.513, 0.248], [0.092, -0.253, 0.049], [0.079, -0.035, 0.099], [0.060, -0.165, 0.104], [0.035, -0.073, 0.005], [-0.018, 0.028, 0.133], [0.045, 0.093, 0.008], [-0.015, 0.025, -0.054], [1.182, 0.389, 0.311], [-0.091, 0.004, -0.011], [0.065, 0.145, -0.125], [0.011, 0.038, -0.013], [-1.100, -0.587, -0.177], [-0.010, -0.015, 0.038], [0.023, 0.035, -0.021], [-0.378, -0.143, 0.137], [0.038, -0.027, 0.006], [-0.262, 0.320, -0.088], [-0.024, -0.002, -0.111], [0.032, 0.040, 0.155], [-0.005, -0.006, -0.001], [-0.212, 0.082, 0.019], [-0.264, 0.050, 0.152], [-0.030, 0.051, 0.012], [-0.036, 0.047, 0.015], [-0.723, -0.297, -1.001], [-0.684, -0.184, -0.286], [-0.066, 0.149, 0.073], [-0.133, 0.238, -0.014], [-0.070, 0.164, 0.071], [0.067, 0.128, -0.133], [-0.007, -0.032, -0.050], [-0.105, 0.082, 0.236], [0.196, -0.043, 0.025], [-0.051, 0.175, 0.090], [0.023, 0.016, 0.050], [0.032, 0.030, -0.027], [0.081, 0.139, -0.102], [-0.084, -0.100, 0.154], [0.146, -0.111, 0.071], [-0.155, -0.059, -0.155], [-0.055, -0.066, -0.028], [0.033, -0.040, 0.017]]}